# C15H21F5IO2P2SV

A molecular structure, C15H21F5IO2P2SV in a non-equilibrium geometry (the ωB97M-V functional and the def2-TZVPD basis, the OMol25 dataset).

Atoms and positions in Å:
1 I -0.2261 -2.3628 -1.9763
2 V -0.1872 -0.4120 -0.4073
3 S -0.2529 -1.6968 1.4645
4 P -2.5469 0.1077 -0.4875
5 P 2.1998 -0.0041 -0.4086
6 F -0.9356 1.3623 5.4889
7 F 1.9830 -2.7314 3.2507
8 F -1.5948 0.4807 3.0115
9 F 1.1387 0.2071 6.8541
10 F 2.6209 -1.7955 5.7191
11 O -0.1319 2.6096 0.0945
12 O -0.1594 2.0678 -4.5873
13 C 2.9234 1.3038 0.6291
14 C 3.0608 -1.5007 0.1355
15 C -0.5365 -0.0872 3.6523
16 C 0.8337 -0.2269 5.6163
17 C 2.8578 0.3376 -2.0635
18 C -0.1524 0.3353 -6.5115
19 C -3.4383 -1.2935 0.2408
20 C 1.5871 -1.2450 5.0391
21 C -3.2681 1.5464 0.3468
22 C -0.2243 0.3665 4.9253
23 C -0.1524 1.2593 -5.4224
24 C 0.1930 -1.1186 3.0470
25 C 1.2621 -1.7000 3.7674
26 C -0.1454 1.4537 -0.1678
27 C -3.1661 0.2490 -2.1828
28 H -3.1484 -1.3853 1.2946
29 H 2.5605 2.2826 0.2910
30 H -4.2643 0.2556 -2.1681
31 H 4.0206 1.2675 0.5740
32 H -2.8006 -0.5972 -2.7774
33 H 2.7770 -1.7362 1.1683
34 H -4.5173 -1.1068 0.1563
35 H 2.6007 1.1497 1.6671
36 H -2.7928 1.1857 -2.6112
37 H 0.7606 -0.2930 -6.4226
38 H -0.1484 0.9030 -7.4665
39 H 2.5145 1.3294 -2.3782
40 H -2.9846 1.5148 1.4058
41 H 4.1423 -1.3248 0.0663
42 H -1.0691 -0.2887 -6.4288
43 H 3.9563 0.3164 -2.0315
44 H -4.3615 1.5181 0.2513
45 H -2.8722 2.4676 -0.0973
46 H 2.7679 -2.3347 -0.5120
47 H -3.1687 -2.2151 -0.2865
48 H 2.4854 -0.4208 -2.7625

Atomic forces in eV per Å
-0.0600 -0.5088 -0.9921
0.0029 -2.3274 1.3159
0.2615 0.0947 -0.7543
-0.9251 0.0723 -0.1526
0.8574 0.0519 0.1149
0.5953 -0.8339 -0.4318
-0.7344 1.0532 0.2543
0.7973 -0.4148 0.2693
-0.2802 -0.4116 -1.1697
-1.1237 0.5926 -0.7088
-0.0241 -4.8420 -1.4103
0.0530 -4.2368 -4.0844
-0.2884 0.0822 0.0285
-0.0087 -0.1903 -0.0219
-0.0757 0.0666 0.1003
0.1964 0.5339 0.9339
0.0030 0.0068 -0.1437
0.0181 -0.4249 -0.0556
-0.0285 -0.1695 0.0545
0.6827 -0.4910 0.4048
0.3251 0.1154 0.1274
-0.2978 0.3762 0.2992
-0.0774 4.2389 3.6656
0.3719 0.3914 0.5465
-0.1124 -0.2699 -0.2388
0.0583 6.9596 2.1873
-0.0818 -0.0936 -0.2211
-0.1529 0.0230 -0.2848
0.1992 -0.1661 0.1480
0.2626 0.0600 -0.1156
-0.3353 0.0051 0.0007
-0.1667 0.1724 0.1375
0.1284 0.0374 -0.2743
0.2196 -0.0797 0.0103
0.1331 0.0725 -0.1877
-0.1608 -0.0930 0.0045
-0.4120 0.2349 -0.0649
0.0021 -0.1276 0.4425
0.1496 -0.1125 -0.0229
-0.1564 0.0906 -0.2174
-0.2064 -0.0970 0.0290
0.4136 0.2410 -0.0454
-0.2961 0.0549 -0.0910
0.2932 0.0128 0.0117
-0.2002 -0.1235 0.1388
0.1107 0.1013 0.1830
-0.0888 0.1417 0.1420
0.1587 0.1304 0.1387

Total charge   +2
2S+1   3
E   -3555.97764 hartree

***

# C4H13N2O

2 unconnected molecules or ions with the total composition C4H13N2O in a non-equilibrium geometry (the ωB97M-V functional and the def2-TZVPD basis, the OMol25 dataset).

Atoms and positions in Å:
1 O -1.6022 1.6083 -1.4871
2 N -1.2189 0.5438 1.0516
3 N 0.5172 -0.8214 -1.4286
4 C 0.7415 -0.9758 0.9943
5 C -0.7844 -0.8680 1.2577
6 C 2.2167 0.5425 -0.3249
7 C 1.2449 -0.3761 -0.3109
8 H -1.0473 -1.1825 2.2733
9 H -1.3423 0.8449 0.0537
10 H 0.0381 -1.7082 -1.4139
11 H 1.0356 -2.0429 1.0727
12 H 1.1019 -0.7795 -2.2605
13 H -0.6205 1.3046 1.4013
14 H -2.3725 1.6950 -2.0551
15 H 2.7743 0.7258 0.5770
16 H 2.3495 1.2120 -1.1759
17 H 1.2615 -0.4408 1.8293
18 H -2.1492 0.8421 1.3945
19 H -1.3235 -1.4627 0.5257
20 H -0.8201 1.3388 -1.9742

Atomic forces in eV per Å
-0.0488 0.0986 0.9177
-1.1366 2.1480 -0.3907
0.6536 0.9153 -0.9181
0.7513 0.0094 1.1491
0.8651 0.0198 -0.4080
-0.8901 0.2809 -0.2893
-0.8162 -0.6567 0.6990
0.1325 0.1002 -0.3100
0.2973 -0.5586 -0.4069
0.1544 -0.0652 0.4593
-0.3267 0.4618 -0.0157
-0.3781 -0.0042 0.0534
0.4817 -0.7400 0.2812
0.2300 -0.0704 -0.2967
-0.0556 0.2721 0.1178
0.5014 -0.5823 -0.0098
-0.3329 -0.5331 -0.6052
0.2975 -0.9444 0.3634
-0.2604 0.0006 0.1224
-0.1193 -0.1518 -0.5128

Energy above the lowest of the compared OMol25 structures with the same formula, charge and spin   1.572 eV
Total charge   +1
2S+1   1

***

# C3H7NO3S

2 unconnected molecules or ions with the total composition C3H7NO3S in a non-equilibrium geometry (the ωB97M-V functional and the def2-TZVPD basis, the OMol25 dataset).

Atoms and positions in Å:
1 S -0.6437 -2.6697 -1.6839
2 O 0.2106 3.0797 0.8001
3 O -0.0482 -0.4798 3.0164
4 O 1.3076 1.1826 1.3348
5 N 0.0218 1.2824 -0.5376
6 C 0.5385 1.8864 0.6107
7 C -0.9183 -1.0255 -0.8752
8 C 0.2783 -0.0936 -1.0049
9 H -0.6899 1.7576 -1.0839
10 H -1.8160 -0.6117 -1.3316
11 H 0.5884 -0.0261 -2.0557
12 H 0.4400 0.0826 2.3573
13 H -1.0619 -1.1647 0.1956
14 H 1.1256 -0.5020 -0.4686
15 H -0.4309 -1.1791 2.4713

Atomic forces in eV per Å
-0.0261 0.1476 0.1064
-0.1053 0.2513 0.0555
-0.0868 -0.2802 -0.1554
-0.1297 -0.1036 -0.0417
-0.2194 -1.0502 -0.7490
0.0287 0.1619 0.0235
0.5225 -0.7465 -0.2138
-0.0964 0.8849 -0.2799
0.4175 0.2075 0.6023
-0.0557 0.3557 0.1667
-0.1075 -0.1866 -0.0375
0.0826 0.1804 0.1220
-0.3899 -0.0008 0.0790
0.0622 0.0145 0.2464
0.1031 0.1643 0.0755

Energy above the lowest of the compared OMol25 structures with the same formula, charge and spin   0.207 eV
Total charge   -2
2S+1   1

***

# C4H6O

C4H6O in the gas phase (the ωB97M-V functional and the def2-TZVPD basis, the OMol25 dataset).

Atoms and positions in Å:
1 O -0.3183 0.7939 1.2795
2 C -0.5396 -0.9857 -0.3169
3 C -1.8310 -1.4884 -0.0992
4 C 1.2821 0.7565 -0.4379
5 C 0.0785 0.1448 0.2010
6 H -1.0699 0.3162 1.6788
7 H 1.5116 0.2284 -1.3636
8 H 0.0546 -1.4588 -1.0995
9 H 2.1503 0.7175 0.2276
10 H -2.4074 -0.8344 0.5970
11 H 1.0892 1.8099 -0.6668

Atomic forces in eV per Å
-0.1335 -0.2075 -0.0881
-0.0765 -0.2039 -0.2628
0.1727 0.3606 0.1719
0.0150 -0.0606 -0.0698
0.0105 0.1265 0.0115
-0.0088 0.0450 -0.1976
0.0181 0.0797 0.1313
-0.0277 0.0217 0.0523
-0.1630 -0.0056 0.0019
0.2258 -0.0180 0.1464
-0.0326 -0.1380 0.1030

Energy above the lowest of the compared OMol25 structures with the same formula, charge and spin   3.033 eV
2S+1   1

***

# C3H4O3

C3H4O3 in the gas phase in a non-equilibrium geometry (the ωB97M-V functional and the def2-TZVPD basis, the OMol25 dataset).

Atoms and positions in Å:
1 O 0.9813 -0.6850 -0.2897
2 O -0.2702 -0.5932 1.4925
3 O -1.5066 -0.3457 -0.7032
4 C 0.5786 0.6986 -0.3642
5 C 0.2467 -1.2752 0.5557
6 C -0.9117 0.6345 -0.2530
7 H 0.9169 1.0658 -1.3138
8 H 1.0084 1.2698 0.4491
9 H -1.4244 1.5780 -0.1658
10 H 0.3811 -2.3476 0.5924

Atomic forces in eV per Å
1.4226 1.3051 -2.8337
0.6150 -2.7419 -1.8070
0.1648 1.7385 0.7563
0.5443 -0.7854 0.9537
-0.6794 1.0087 6.1063
-1.3782 -1.0579 -3.2839
0.0065 0.1939 -0.5341
0.1435 0.0992 0.1084
-0.4266 0.5923 0.7751
-0.4124 -0.3524 -0.2410

Energy above the lowest of the compared OMol25 structures with the same formula, charge and spin   2.296 eV
2S+1   1
SMILES   O=CCOC=O

***

# C4H9NO

A molecular structure, C4H9NO (the ωB97M-V functional and the def2-TZVPD basis, the OMol25 dataset).

Atoms and positions in Å:
1 O 1.2276 1.8009 -0.1752
2 N -0.3822 -0.7396 0.1682
3 C 1.0658 -0.7062 0.0429
4 C 1.7398 0.4649 -0.3543
5 C -0.8447 -0.1638 1.4263
6 C -1.1600 -0.1986 -0.9354
7 H 2.8333 0.4397 -0.3676
8 H -2.1906 -0.5645 -0.8530
9 H -0.7557 -0.5868 -1.8666
10 H 1.4777 -1.6880 -0.1385
11 H -0.3558 -0.6905 2.2500
12 H 1.0250 1.1219 -1.2116
13 H -1.9327 -0.2947 1.5112
14 H -0.5829 0.9038 1.4998
15 H -1.1646 0.9016 -0.9963

Atomic forces in eV per Å
-0.2918 -0.2556 0.5338
0.0153 0.0987 0.2323
-0.4742 0.4482 0.3843
-0.3106 -0.3442 -0.2087
0.2395 -0.0811 -0.0810
0.1410 -0.2094 -0.0271
-0.1095 -0.2621 -0.3108
-0.0599 0.1483 0.0377
0.0909 0.0049 -0.1892
0.4848 -0.0183 0.0154
-0.0835 0.0519 -0.0228
0.5248 0.4589 -0.4955
0.0180 0.0576 0.0371
-0.1364 -0.0362 0.0355
-0.0483 -0.0617 0.0589

Energy above the lowest of the compared OMol25 structures with the same formula, charge and spin   2.920 eV
Total charge   -1
2S+1   2